The following is a DFT calculation (ωB97M-V/def2-TZVPD) of a molecular structure, C62H53BF2GeN7O2Ti at a distorted geometry.

Results
lowest unoccupied orbital energy = -3.38 eV
spin multiplicity = 1
gap between HOMO and LUMO = 7.50 eV
energy above the lowest of the compared OMol25 structures with the same formula, charge and spin = 61.8 kJ/mol
net charge = +1
E_HOMO = -0.400 Eh
largest force on an atom = 1.43 eV Å⁻¹

XYZ file:
```
129
Properties=species:S:1:pos:R:3:forces:R:3:lowdin_charge:R:1
H 1.891333 -3.472428 -5.504840 0.037 -0.024 0.051 0.093
H -1.966000 -1.748793 5.873004 0.042 -0.017 0.008 0.079
C 0.833298 -4.472047 -3.920637 -0.010 0.006 0.026 -0.273
O -1.424315 0.240428 -1.630164 0.084 0.261 -0.076 0.122
C -3.302719 -2.626330 -3.401930 -0.043 -0.127 -0.037 -0.136
N -1.191371 2.022693 4.067649 -0.156 0.022 -0.164 0.054
H 3.447899 -2.038345 -0.916403 0.003 0.030 0.088 0.108
H 1.870421 -1.195167 -4.102793 -0.003 0.013 -0.032 0.099
C 1.818346 5.414607 3.302296 0.100 -0.051 0.050 -0.018
C -4.023513 0.239012 1.044639 -0.109 -0.119 -0.009 0.063
C 1.078128 -0.867553 -4.771092 -0.089 0.061 -0.044 -0.129
H -3.328738 -1.994367 3.455530 -0.037 0.023 -0.030 0.087
C 4.787985 1.533602 2.830213 0.123 0.008 0.059 0.087
H 0.546021 -3.341861 -1.257787 -0.078 -0.038 0.017 0.068
C -4.019979 -5.274073 -3.831728 -0.004 0.016 0.000 -0.078
H 3.130878 6.950220 0.582441 -0.023 -0.019 0.035 0.109
C -1.014102 -0.477404 -0.761303 0.088 -0.277 0.273 -0.517
C 3.524936 -1.948287 0.162978 0.029 -0.011 -0.060 -0.065
H -5.409363 -2.237839 -3.252537 0.014 -0.033 -0.006 0.102
H -1.056606 -2.397577 0.177486 0.050 0.012 0.062 0.119
H 3.637867 -7.145626 -4.165987 -0.044 0.023 -0.012 0.105
Ge -0.440029 -3.034147 -3.570023 0.094 -0.089 0.186 1.028
H -4.907045 -0.098357 0.523701 0.066 0.081 0.058 0.124
H -2.108435 -1.597971 -5.658240 0.021 0.030 -0.015 0.095
H 0.484899 1.454937 -7.167706 0.000 -0.040 0.024 0.105
H -0.502870 -2.478346 6.550029 0.011 0.007 0.009 0.089
H -0.121229 4.188098 0.825321 -0.049 -0.044 -0.090 0.079
C 2.399130 -1.630680 0.907575 -0.034 -0.123 -0.016 -0.028
H 3.396936 6.836708 3.038272 -0.029 -0.031 -0.008 0.111
C 1.508067 5.548142 0.542399 0.025 0.029 -0.013 -0.062
H -4.445931 2.403728 -3.624669 0.032 -0.014 0.027 0.110
N -0.537555 -0.377960 3.930306 -0.073 -0.014 -0.147 0.054
C -1.117006 -1.971726 -0.822603 0.502 -0.038 -0.018 -0.127
H 5.755793 -2.284796 2.686426 -0.039 0.030 -0.019 0.112
H -0.563092 4.974776 5.259736 -0.003 -0.056 -0.075 0.127
C -3.878093 1.818245 -1.644915 -0.036 -0.026 -0.060 -0.034
H 0.735793 2.338426 -3.507104 0.020 0.005 0.038 0.119
H -3.029211 -1.585230 -3.249031 -0.032 -0.017 0.000 0.095
C 3.170062 1.390643 -1.344442 0.012 0.049 -0.240 0.026
C 4.814634 -2.098637 2.183030 0.016 -0.038 -0.076 -0.063
C 1.290068 -1.251379 3.132094 -0.094 -0.106 0.006 -0.202
H 0.809742 -1.721384 -1.857566 -0.004 -0.025 0.120 0.061
C -0.148635 -1.294001 4.825007 -0.040 -0.050 0.054 -0.239
C -5.002136 -4.315921 -3.617930 0.010 -0.006 0.003 -0.084
C -2.303510 -3.584015 -3.610622 -0.048 0.010 -0.066 -0.274
C 2.851100 -6.403292 -4.102557 -0.025 0.000 0.027 -0.086
C -2.706490 3.474637 -0.360130 -0.060 -0.008 0.056 -0.054
H 3.064268 1.430698 -3.485261 -0.008 0.020 0.043 0.110
H -6.048124 -4.599480 -3.625088 0.052 0.004 0.002 0.105
H 1.770421 1.610800 4.359818 0.014 -0.013 -0.053 0.127
C 2.542336 1.631061 -2.557528 0.077 -0.024 0.006 -0.020
C -3.151081 1.268478 0.675187 -0.112 0.027 -0.105 -0.227
C 0.604204 2.315006 -1.378002 -0.044 -0.058 0.167 -0.089
C -0.925158 -0.016632 -6.492409 -0.007 -0.021 0.021 -0.075
B -1.740590 0.582822 3.947445 0.042 0.097 -0.103 -0.485
C 0.843617 4.639869 2.679200 -0.027 -0.030 -0.085 -0.168
C -0.907535 -1.586109 6.078706 -0.006 0.075 -0.076 0.002
C -3.240280 2.192119 -0.467274 0.050 0.017 0.064 -0.176
C 0.043401 -2.495031 -1.725247 -0.185 0.183 0.069 -0.214
H -1.833312 1.878318 6.850183 0.003 0.010 -0.013 0.085
H 1.575565 -2.669625 4.808275 -0.057 0.065 -0.064 0.128
C -1.362163 2.929666 5.038747 0.034 0.044 0.054 -0.235
C 1.252950 2.134513 -2.579311 0.002 0.024 -0.123 -0.019
C -2.768753 4.357785 -1.428895 0.008 -0.005 -0.036 -0.076
Ti 0.079665 1.264389 1.528013 0.054 -0.027 -0.343 1.191
N -0.367162 2.524108 3.099753 -0.140 0.516 0.809 -0.019
H 3.752761 -1.727639 4.007463 -0.011 0.004 -0.071 0.122
N 1.185197 2.049191 -0.200025 0.075 -0.109 -0.053 0.027
C -0.023704 3.766639 3.480594 0.027 -0.060 0.034 -0.214
C 0.815435 -5.604597 -3.099724 0.102 0.016 -0.086 -0.126
C 3.817976 1.597172 3.812832 -0.001 0.012 -0.080 -0.258
H -4.894892 -1.834915 2.645903 0.007 -0.002 0.003 0.089
H 1.780545 -7.441923 -2.554801 0.014 0.021 -0.016 0.104
C 3.684648 -1.795239 2.926572 0.047 0.029 0.073 -0.028
C 2.050258 1.559028 2.207229 0.400 0.088 -0.078 -0.135
C -3.385486 3.968132 -2.610103 0.025 -0.025 0.032 -0.073
H -0.415416 2.670050 -1.350515 -0.131 -0.071 0.034 0.106
C 1.310445 0.196225 -5.634265 -0.019 -0.031 0.013 -0.105
H -4.526103 -0.850002 4.066091 0.009 -0.010 -0.027 0.091
C -0.154022 -1.525250 -4.764031 0.017 0.031 -0.066 -0.265
H -4.302018 -6.306039 -4.005599 0.028 0.047 0.002 0.106
H 5.623072 -2.408099 0.214867 -0.043 -0.017 0.038 0.110
H 1.372068 5.610638 -0.531995 0.007 -0.015 0.071 0.110
C 1.011582 -1.873726 4.346450 0.102 -0.143 0.118 0.055
H -0.832387 -0.758607 6.787150 0.013 -0.034 -0.027 0.089
H -2.355234 5.355062 -1.332948 -0.021 -0.036 0.007 0.109
H 2.279070 0.683973 -5.652600 -0.027 -0.018 -0.007 0.098
H -2.288063 3.789665 0.588027 0.036 0.026 0.006 0.101
C -1.150288 -1.090742 -5.638292 0.126 0.062 -0.027 -0.091
C 1.812527 -6.567133 -3.192905 -0.052 0.051 -0.026 -0.083
H 1.454256 -1.476523 0.412551 -0.073 0.028 -0.034 0.083
C -3.949956 2.701196 -2.709064 -0.009 0.040 -0.024 -0.058
C 3.007919 1.530064 1.189429 -0.169 0.064 -0.080 -0.118
C 4.355353 1.497850 1.525533 0.062 -0.003 0.078 -0.205
C -2.678037 -4.909264 -3.831112 -0.067 0.054 0.015 -0.095
H -3.439476 4.652891 -3.446607 -0.013 -0.006 0.016 0.107
F 5.292163 1.457225 0.564623 0.073 -0.005 -0.088 0.086
C 2.469450 1.595683 3.529048 -0.126 0.030 0.182 -0.021
N -2.461949 0.484233 2.578387 -0.063 0.215 0.088 0.038
F 4.213394 1.648490 5.092433 0.028 -0.023 0.079 0.085
C 0.305751 0.626097 -6.492771 -0.018 -0.003 0.012 -0.085
N 0.330660 -0.341069 2.875061 0.080 -0.213 0.574 0.027
H -3.238597 2.441829 5.947235 0.010 0.004 0.008 0.092
C 2.476780 1.636897 -0.172625 -0.038 0.199 0.139 -0.187
C -0.626055 4.054362 4.700742 -0.037 0.096 0.152 0.060
C 1.871550 -4.330853 -4.840779 -0.057 -0.093 -0.036 -0.102
H -2.089218 -2.215060 -1.243361 -0.055 -0.068 0.027 0.090
H 0.013669 -5.739121 -2.378899 0.053 -0.001 0.014 0.101
H 5.843470 1.513689 3.070877 -0.081 0.027 -0.017 0.144
H -2.244972 3.596730 6.843771 0.001 -0.009 0.013 0.089
C 0.686416 4.728409 1.300118 -0.057 0.014 0.064 -0.046
C 2.466393 -1.548972 2.294610 0.009 0.118 -0.046 -0.160
H 1.951981 5.346370 4.375638 -0.008 0.011 -0.028 0.121
C 2.488479 6.304509 1.168449 0.002 -0.015 -0.020 -0.067
C 2.876854 -5.289460 -4.929433 -0.044 0.026 -0.024 -0.082
H -4.292013 0.821143 -1.740254 0.028 0.033 0.004 0.114
C -2.219085 2.694195 6.238011 0.033 -0.001 -0.066 0.000
C -4.106733 -1.287837 3.157904 0.049 0.059 0.012 0.001
C 4.739924 -2.172764 0.796763 -0.017 0.040 0.047 -0.067
H 3.679299 -5.167231 -5.647991 -0.042 0.000 0.033 0.105
O -0.340185 0.008878 0.315628 -0.335 -0.730 -1.179 -0.183
H -1.708514 0.312271 -7.165406 0.038 -0.016 0.025 0.106
C 2.636165 6.240843 2.549413 0.045 0.033 -0.028 -0.060
N -2.191754 1.392728 1.592030 0.055 0.071 0.176 0.039
H -2.471632 0.333921 4.858301 0.049 -0.016 -0.066 0.124
H -1.919260 -5.662771 -4.015742 -0.041 0.021 0.008 0.094
C -4.644165 -2.990154 -3.406102 0.074 0.023 -0.009 -0.082
C -3.556397 -0.230056 2.260636 -0.013 -0.005 -0.087 -0.242
H 4.182467 1.022649 -1.304120 -0.021 0.004 -0.003 0.118
```
Forces are in eV/Å.